No. 1
The following is a DFT calculation (ωB97M-V with the def2-TZVPD basis set) of a structure of composition C23H36CrP2 in a non-equilibrium geometry.

```
62
C23H36CrP2 ωB97M-V with the def2-TZVPD basis set
P 0.250 -1.938 -2.206
P -0.242 2.063 -1.327
C -0.084 -0.373 -3.190
C 0.347 1.055 -2.814
H -1.104 -0.369 -3.596
H 0.520 -0.606 -4.082
H 1.417 1.231 -2.997
H -0.156 1.739 -3.517
C -1.839 2.706 -1.889
H -2.167 3.362 -1.057
H -2.573 1.899 -2.032
H -1.728 3.281 -2.819
C 1.018 3.341 -1.414
H 0.577 4.187 -1.960
H 1.920 2.963 -1.925
H 1.213 3.574 -0.353
C -0.862 -3.171 -2.921
H -1.031 -3.955 -2.173
H -0.390 -3.551 -3.838
H -1.861 -2.773 -3.168
C 1.859 -2.570 -2.767
H 2.636 -1.799 -2.787
H 1.740 -3.020 -3.759
H 2.206 -3.326 -2.048
Cr -0.130 -0.234 -0.846
C 0.474 1.440 -5.661
C -0.871 1.557 -5.604
C -1.770 0.897 -6.600
C -1.419 -0.599 -6.901
C -0.600 -1.336 -5.885
C 0.734 -1.502 -6.001
C 1.607 -0.617 -6.856
C 1.211 0.911 -6.851
C -0.128 -1.665 0.689
H 1.168 1.878 -4.926
H -1.398 2.231 -4.924
H -1.780 1.436 -7.568
H -2.804 0.930 -6.226
H -2.375 -1.145 -6.889
H -1.014 -0.704 -7.931
H -1.208 -1.811 -5.092
H 1.276 -2.294 -5.473
H 1.634 -0.944 -7.914
H 2.648 -0.695 -6.496
H 2.159 1.469 -6.775
H 0.760 1.211 -7.825
H 0.040 -1.045 1.600
H 0.681 -2.393 0.528
H -1.114 -2.165 0.770
C -0.215 1.455 0.429
C -0.108 1.649 1.691
C -0.106 1.748 3.104
C -1.291 2.220 3.757
C -1.315 2.431 5.124
C -0.214 2.062 5.906
C 0.938 1.524 5.320
C 0.983 1.319 3.947
H -2.199 2.360 3.159
H -2.199 2.872 5.598
H -0.274 2.193 6.981
H 1.803 1.257 5.939
H 1.825 0.763 3.517
```

Calculated values
total charge	0
energy above the lowest of the compared OMol25 structures with the same formula, charge and spin	0.00	kcal/mol
2S+1	5
E_tot	-71422.6108	eV
frontier orbital gap (alpha / beta)	4.83 / 4.80	eV
<S²>	6.142
HOMO energy (alpha / beta)	-4.59 / -4.62	eV
F_max	3.18	eV Å⁻¹

No. 2
The following is a DFT calculation (ωB97M-V with the def2-TZVPD basis set) of a structure of composition C26H58P4RuSe in a non-equilibrium geometry.

```
90
C26H58P4RuSe ωB97M-V with the def2-TZVPD basis set
Ru -0.934 -1.949 -0.614
P -2.356 -2.068 1.152
P 0.360 -3.646 -1.054
P -2.571 -1.899 -2.143
H -0.431 1.694 -0.453
C -1.206 2.419 -0.765
C -2.113 2.868 0.108
H -2.161 2.570 1.165
C -1.733 -1.511 2.791
C -2.952 -3.770 1.507
C -3.805 -0.949 1.067
C 1.587 -3.436 -2.414
C 1.511 -4.253 0.262
C -0.514 -5.185 -1.556
C -3.405 -0.264 -2.274
C -3.950 -3.083 -1.852
C -2.237 -2.228 -3.915
H -1.367 2.496 -1.839
H -2.871 3.592 -0.206
H -1.433 -0.456 2.698
H -0.854 -2.113 3.069
H -2.530 -1.614 3.544
H -2.086 -4.441 1.604
H -3.582 -4.155 0.696
H -3.527 -3.798 2.444
H -3.451 0.057 0.795
H -4.310 -0.894 2.046
H -4.535 -1.282 0.318
H 2.328 -4.246 -2.366
H 2.089 -2.470 -2.296
H 1.076 -3.461 -3.385
H 1.862 -5.273 0.052
H 0.996 -4.254 1.228
H 2.391 -3.595 0.327
H 0.193 -6.024 -1.634
H -1.003 -5.058 -2.534
H -1.275 -5.445 -0.809
H -4.229 -0.287 -3.005
H -2.673 0.483 -2.602
H -3.806 0.072 -1.310
H -4.630 -3.111 -2.715
H -4.544 -2.836 -0.966
H -3.547 -4.093 -1.715
H -3.165 -2.514 -4.441
H -1.514 -3.044 -4.026
H -1.804 -1.334 -4.397
C 0.737 1.513 -4.539
C 0.381 2.810 -4.080
C 0.746 3.953 -4.777
C 1.436 3.844 -5.993
C 1.726 2.568 -6.521
C 1.345 1.419 -5.821
Se 0.464 -0.008 -3.555
H -0.510 -2.618 0.758
H -0.187 2.897 -3.155
H 0.486 4.942 -4.383
H 1.736 4.739 -6.538
H 2.234 2.475 -7.480
H 1.516 0.438 -6.248
C 2.928 0.924 1.375
C 1.854 0.642 2.420
C 2.098 -0.715 3.101
P 1.566 1.927 3.775
C 0.726 3.431 3.051
C -0.744 3.368 3.476
C 0.925 3.580 1.550
C 3.203 2.643 4.244
C 4.111 1.568 4.850
C 3.918 3.501 3.196
H 3.938 0.877 1.802
H 2.804 1.886 0.865
H 2.868 0.143 0.601
H 0.875 0.599 1.905
H 1.337 -0.926 3.864
H 2.052 -1.518 2.354
H 3.086 -0.752 3.580
H 1.197 4.287 3.559
H -0.817 3.329 4.568
H -1.286 4.250 3.115
H -1.230 2.470 3.074
H 0.703 2.651 1.017
H 0.239 4.338 1.156
H 1.946 3.883 1.292
H 2.895 3.321 5.063
H 4.498 0.872 4.091
H 4.972 2.059 5.328
H 3.579 0.992 5.621
H 3.274 4.283 2.781
H 4.756 4.004 3.697
H 4.325 2.900 2.376
```

Calculated values
total charge	+4
energy above the lowest of the compared OMol25 structures with the same formula, charge and spin	0.00	kcal/mol
2S+1	5
E_tot	-132943.5407	eV
frontier orbital gap (alpha / beta)	6.65 / 5.88	eV
<S²>	6.034
HOMO energy (alpha / beta)	-19.61 / -19.93	eV
F_max	4.63	eV Å⁻¹

No. 3
The following is a DFT calculation (ωB97M-V with the def2-TZVPD basis set) of a cluster of 2 separate species, C3H6OS2 in total in a non-equilibrium geometry.

```
12
C3H6OS2 ωB97M-V with the def2-TZVPD basis set
C -0.209 1.028 -0.728
C 0.824 0.600 0.221
C -0.043 -0.507 -0.461
O -0.960 -1.122 0.180
S -0.551 -1.984 2.497
S -0.715 -1.642 4.448
H -1.123 1.441 -0.332
H 0.070 1.370 -1.712
H 1.858 0.609 -0.085
H 0.649 0.722 1.278
H 0.510 -1.057 -1.230
H -1.809 -2.346 2.200
```

Calculated values
total charge	0
energy above the lowest of the compared OMol25 structures with the same formula, charge and spin	111.39	kcal/mol
E_tot	-26921.6124	eV
frontier orbital gap (alpha / beta)	4.59 / 4.59	eV
HOMO energy (alpha / beta)	-7.61 / -7.61	eV
F_max	2.68	eV Å⁻¹

No. 4
The following is a DFT calculation (ωB97M-V with the def2-TZVPD basis set) of a cluster of 14 separate species, C20H68N2O14 in total in a non-equilibrium geometry.

```
104
C20H68N2O14 ωB97M-V with the def2-TZVPD basis set
C -3.003 3.793 -0.169
C -3.318 2.324 -0.321
O -4.637 2.382 -0.743
H -3.225 4.239 -1.036
H -1.970 3.993 0.040
H -3.348 4.239 0.784
H -3.213 1.691 0.478
H -2.756 1.877 -1.130
H -5.133 1.612 -0.404
C -0.412 -3.632 3.285
C -0.842 -4.865 4.040
O -1.478 -5.757 3.201
H -1.175 -2.821 3.246
H -0.032 -3.778 2.256
H 0.412 -3.144 3.900
H -1.572 -4.573 4.822
H -0.043 -5.435 4.573
H -2.408 -5.717 3.412
C 0.049 3.583 -2.310
C 0.152 4.620 -3.308
O 1.562 4.797 -3.581
H -1.063 3.347 -2.099
H 0.520 3.830 -1.346
H 0.615 2.768 -2.698
H -0.187 5.629 -3.101
H -0.420 4.248 -4.177
H 1.575 5.344 -4.317
C 2.694 0.473 -2.814
C 4.150 0.244 -2.349
O 4.654 -1.094 -2.402
H 2.567 -0.194 -3.675
H 2.436 1.442 -3.210
H 1.888 0.298 -2.077
H 4.306 0.678 -1.365
H 4.753 0.829 -3.059
H 5.586 -1.056 -2.073
C -0.194 0.663 -0.382
C 0.506 0.003 0.740
O -0.140 -1.126 1.159
H -1.205 0.867 -0.089
H -0.158 0.176 -1.400
H 0.372 1.622 -0.547
H 0.442 0.678 1.515
H 1.634 -0.200 0.575
H 0.204 -1.849 0.658
C -0.190 1.345 -5.102
C -1.567 0.832 -4.916
O -1.941 0.903 -3.545
H 0.204 1.164 -6.044
H 0.431 0.656 -4.456
H 0.032 2.428 -4.866
H -1.354 -0.169 -5.204
H -2.319 1.296 -5.527
H -2.625 1.531 -3.463
C 2.104 0.025 4.002
O 1.504 1.157 3.598
N 2.917 -0.024 4.990
N 1.717 -1.143 3.503
H 3.171 0.860 5.517
H 3.530 -0.928 5.116
H 0.995 -1.303 2.812
H 2.117 -2.110 3.684
C -2.441 -0.235 3.695
O -1.621 0.836 3.855
H -2.052 -0.920 2.918
H -3.547 -0.074 3.669
H -2.234 -0.861 4.560
H -0.663 0.618 3.837
C -0.469 3.495 2.271
O 0.798 3.949 1.895
H -1.295 4.263 2.034
H -0.517 3.445 3.367
H -0.669 2.555 1.707
H 1.364 3.145 1.731
C 2.472 -2.899 0.369
O 2.598 -2.164 -0.847
H 3.321 -3.537 0.607
H 1.624 -3.515 0.184
H 2.280 -2.270 1.274
H 3.362 -1.594 -0.750
C -3.415 -1.335 0.270
O -3.634 -2.626 0.821
H -4.379 -0.906 0.087
H -2.854 -1.349 -0.708
H -2.870 -0.709 0.953
H -3.552 -2.563 1.792
C -1.550 -4.780 0.079
O -0.268 -5.120 -0.206
H -2.147 -4.689 -0.828
H -1.543 -3.767 0.524
H -1.963 -5.450 0.683
H 0.065 -5.637 0.526
C 3.219 2.863 -0.044
O 2.584 2.176 0.986
H 4.276 3.002 0.055
H 2.950 3.867 -0.361
H 2.943 2.371 -0.978
H 3.095 1.393 1.244
C -0.508 -2.349 -2.400
O 0.640 -3.070 -2.733
H -0.487 -1.865 -1.367
H -1.349 -2.949 -2.199
H -0.680 -1.608 -3.132
H 1.239 -2.707 -2.039
```

Calculated values
total charge	0
energy above the lowest of the compared OMol25 structures with the same formula, charge and spin	76.38	kcal/mol
E_tot	-53479.4242	eV
frontier orbital gap	8.73	eV
HOMO energy	-8.87	eV
F_max	7.87	eV Å⁻¹

No. 5
The following is a DFT calculation (ωB97M-V with the def2-TZVPD basis set) of a cluster of 3 separate species, C4H12O3 in total in a non-equilibrium geometry.

```
19
C4H12O3 ωB97M-V with the def2-TZVPD basis set
C -2.211 1.689 -0.314
C -1.271 0.623 -0.787
C -0.789 -0.458 -0.053
C -1.097 -1.869 -0.435
O -0.185 -0.223 1.132
H -3.150 1.725 -0.854
H -1.627 2.630 -0.310
H -2.440 1.518 0.737
H -0.921 0.660 -1.825
H -0.440 -2.478 0.194
H -0.981 -2.048 -1.503
H -2.124 -2.084 -0.111
H 0.782 -0.308 1.173
O 2.339 0.120 2.040
H 2.982 0.760 1.709
H 2.849 -0.679 2.170
O 2.921 -0.219 -0.833
H 2.100 0.245 -0.628
H 3.265 0.397 -1.504
```

Calculated values
SMILES	C/C=C(/C)O.O.O
total charge	0
energy above the lowest of the compared OMol25 structures with the same formula, charge and spin	61.55	kcal/mol
E_tot	-10482.4698	eV
frontier orbital gap	7.51	eV
HOMO energy	-7.07	eV
F_max	2.89	eV Å⁻¹

No. 6
The following is a DFT calculation (ωB97M-V with the def2-TZVPD basis set) of an isolated molecule of C5H7NO.

```
14
C5H7NO ωB97M-V with the def2-TZVPD basis set
C -0.583 -1.455 0.985
N -1.187 -0.373 1.240
C -0.868 0.760 0.427
C 0.522 1.338 0.436
C 0.027 0.605 -0.773
C 0.594 -0.774 -1.014
O 0.349 -1.715 0.043
H -0.767 -2.347 1.584
H -1.679 1.481 0.372
H 1.278 0.829 1.031
H 0.638 2.416 0.404
H -0.198 1.171 -1.675
H 1.684 -0.733 -1.124
H 0.191 -1.203 -1.935
```

Calculated values
SMILES	C1=N[C@H]2C[C@H]2CO1
total charge	0
energy above the lowest of the compared OMol25 structures with the same formula, charge and spin	36.31	kcal/mol
E_tot	-8834.6281	eV
frontier orbital gap	10.16	eV
HOMO energy	-9.19	eV
F_max	0.43	eV Å⁻¹